# 1
{
  "formula": "C5H14N4",
  "method": "ωB97M-V with the def2-TZVPD basis set",
  "smiles": "[H]/N=C(\\C)N.C=CN(C)N",
  "e_lumo_ev": 1.00,
  "e_tot_ha": -417.8662,
  "molar_mass_g_mol": 130.195,
  "homo_ev": -8.15,
  "gap_ev": 9.1537,
  "symbols": ["H", "N", "C", "C", "N", "H", "H", "H", "H", "H", "C", "C", "N", "C", "N", "H", "H", "H", "H", "H", "H", "H", "H"],
  "xyz": [[-1.10871, -1.63281, 2.70321], [-0.89201, -0.73470, 2.28221], [-1.70625, -0.39489, 1.35878], [-2.75567, -1.29130, 0.74326], [-1.58247, 0.83231, 0.78565], [-2.27411, -1.98429, 0.05400], [-3.25108, -1.87745, 1.51481], [-3.49760, -0.71055, 0.20084], [-0.78083, 1.34889, 1.11746], [-1.59402, 0.88915, -0.27500], [0.23578, 0.21701, -2.31568], [0.63347, 1.03381, -1.33389], [1.40378, 0.61504, -0.22777], [2.78173, 1.06856, -0.23538], [1.21364, -0.73162, 0.13885], [0.28064, -0.84984, -2.19635], [-0.19090, 0.60287, -3.22351], [0.68589, 2.10407, -1.48654], [3.39086, 0.51448, -0.96250], [3.20448, 0.92890, 0.76100], [2.81198, 2.12955, -0.47970], [0.95644, -0.77812, 1.13048], [2.03498, -1.29907, -0.05423]],
  "forces_ev_per_a": [[-0.2031, 0.0033, -0.1628], [-0.0873, 0.1817, 0.5000], [0.3584, -0.9670, -0.2541], [0.0128, 0.1275, 0.2066], [0.0039, 1.1035, -2.1126], [0.0615, 0.0170, -0.0519], [-0.0270, -0.0094, 0.0103], [-0.0626, -0.0168, -0.0138], [0.1171, -0.1197, 0.1841], [-0.3400, -0.3884, 1.9481], [-0.5061, 0.3790, 0.4526], [1.8997, -0.7519, -1.1174], [-0.7465, 0.2744, 0.5597], [-0.2528, 0.0317, 0.3046], [0.0030, -0.1617, 0.1109], [0.1036, -0.2329, 0.0489], [-0.2828, 0.1828, -0.0663], [-0.2569, 0.1547, 0.0740], [0.0003, 0.0056, -0.0915], [0.0185, 0.0274, -0.0543], [0.0634, 0.0108, -0.0540], [0.1444, 0.0203, -0.3988], [-0.0214, 0.1282, -0.0223]]
}



# 2
{
  "formula": "C5H14N4",
  "method": "ωB97M-V with the def2-TZVPD basis set",
  "e_lumo_ev": 0.75,
  "e_tot_ha": -417.8117,
  "molar_mass_g_mol": 130.195,
  "homo_ev": -7.82,
  "gap_ev": 8.5657,
  "symbols": ["C", "C", "N", "H", "H", "H", "H", "H", "H", "H", "C", "C", "C", "N", "N", "N", "H", "H", "H", "H", "H", "H", "H"],
  "xyz": [[1.62836, 0.27722, -0.14497], [2.05226, -0.36344, 1.15372], [1.76752, -0.52020, -1.29432], [2.25075, -1.40464, -1.20983], [1.65258, -0.01377, -2.16357], [2.00040, 1.29475, -0.27497], [0.27366, 0.32900, 0.15467], [1.88805, 0.32350, 1.98162], [1.42797, -1.23610, 1.35772], [3.09840, -0.67528, 1.12487], [-1.42455, 1.94738, 0.28383], [-1.49876, -0.81192, 0.39949], [-0.99235, 0.73710, -0.49596], [-1.32913, -1.83783, -0.46622], [-1.93524, -1.00174, 1.57617], [-1.07630, 0.77872, -1.77096], [-0.79873, -1.63172, -1.31052], [-1.77207, -2.71719, -0.24197], [-1.91577, -0.18598, 2.17912], [-0.69436, -0.02094, -2.27173], [-1.00607, 2.84626, -0.16972], [-2.51233, 2.01830, 0.28735], [-1.08429, 1.86854, 1.31619]],
  "forces_ev_per_a": [[-2.6470, -0.3883, 1.2780], [0.1677, -0.2245, -0.1541], [-0.3302, 0.4743, 0.2079], [-0.1750, 0.3858, -0.4513], [0.5176, -0.6875, 0.0846], [-0.3476, 0.0512, 0.0187], [3.4738, 0.5801, -0.8960], [0.1660, 0.0762, -0.0145], [0.0935, -0.1085, -0.0704], [0.0912, 0.0149, 0.1522], [0.4299, -0.0526, 0.3011], [1.1081, 1.4376, -1.0369], [-3.2193, -2.0248, 0.8151], [0.0883, 0.4944, -0.3091], [0.2395, 0.4333, -0.1482], [1.5087, 0.3186, 0.1886], [-0.6117, -0.6598, 0.4175], [0.3894, 0.0184, -0.2941], [-0.2153, 0.1587, -0.2597], [-0.6661, -0.3117, 0.1203], [-0.0580, -0.0456, 0.0374], [0.0231, -0.0662, -0.0658], [-0.0263, 0.1259, 0.0786]]
}



Copy entry 1 word for word.
{
  "formula": "C5H14N4",
  "method": "ωB97M-V with the def2-TZVPD basis set",
  "smiles": "[H]/N=C(\\C)N.C=CN(C)N",
  "e_lumo_ev": 1.00,
  "e_tot_ha": -417.8662,
  "molar_mass_g_mol": 130.195,
  "homo_ev": -8.15,
  "gap_ev": 9.1537,
  "symbols": ["H", "N", "C", "C", "N", "H", "H", "H", "H", "H", "C", "C", "N", "C", "N", "H", "H", "H", "H", "H", "H", "H", "H"],
  "xyz": [[-1.10871, -1.63281, 2.70321], [-0.89201, -0.73470, 2.28221], [-1.70625, -0.39489, 1.35878], [-2.75567, -1.29130, 0.74326], [-1.58247, 0.83231, 0.78565], [-2.27411, -1.98429, 0.05400], [-3.25108, -1.87745, 1.51481], [-3.49760, -0.71055, 0.20084], [-0.78083, 1.34889, 1.11746], [-1.59402, 0.88915, -0.27500], [0.23578, 0.21701, -2.31568], [0.63347, 1.03381, -1.33389], [1.40378, 0.61504, -0.22777], [2.78173, 1.06856, -0.23538], [1.21364, -0.73162, 0.13885], [0.28064, -0.84984, -2.19635], [-0.19090, 0.60287, -3.22351], [0.68589, 2.10407, -1.48654], [3.39086, 0.51448, -0.96250], [3.20448, 0.92890, 0.76100], [2.81198, 2.12955, -0.47970], [0.95644, -0.77812, 1.13048], [2.03498, -1.29907, -0.05423]],
  "forces_ev_per_a": [[-0.2031, 0.0033, -0.1628], [-0.0873, 0.1817, 0.5000], [0.3584, -0.9670, -0.2541], [0.0128, 0.1275, 0.2066], [0.0039, 1.1035, -2.1126], [0.0615, 0.0170, -0.0519], [-0.0270, -0.0094, 0.0103], [-0.0626, -0.0168, -0.0138], [0.1171, -0.1197, 0.1841], [-0.3400, -0.3884, 1.9481], [-0.5061, 0.3790, 0.4526], [1.8997, -0.7519, -1.1174], [-0.7465, 0.2744, 0.5597], [-0.2528, 0.0317, 0.3046], [0.0030, -0.1617, 0.1109], [0.1036, -0.2329, 0.0489], [-0.2828, 0.1828, -0.0663], [-0.2569, 0.1547, 0.0740], [0.0003, 0.0056, -0.0915], [0.0185, 0.0274, -0.0543], [0.0634, 0.0108, -0.0540], [0.1444, 0.0203, -0.3988], [-0.0214, 0.1282, -0.0223]]
}